Entry 1:
This record from the Open Molecules 2025 dataset describes a molecular structure, C20H10ClF8N2O4PtSe. The level of theory is ωB97M-V/def2-TZVPD.

The geometry in XYZ format:
```
47
Properties=species:S:1:pos:R:3:forces:R:3
Pt -0.401 0.048 -0.067 0.0 -0.6 -0.4
Cl 2.038 -0.361 1.950 0.2 0.0 0.4
C 1.623 0.216 0.305 -0.7 0.0 -0.1
H 2.119 -0.470 -0.382 0.1 0.1 0.0
H 2.056 1.215 0.232 0.0 0.0 -0.1
F -8.166 1.353 0.063 -0.1 0.0 0.0
C -6.906 0.954 -0.143 0.2 -0.1 0.0
C -6.342 -0.018 0.667 -0.1 0.1 0.0
F -7.073 -0.561 1.648 0.0 0.0 0.1
C -5.041 -0.426 0.442 0.2 0.2 -0.3
F -4.528 -1.353 1.246 -0.1 -0.1 0.2
C -4.273 0.077 -0.612 -0.2 0.2 0.3
Se -2.603 -0.729 -1.036 0.1 -0.2 -0.3
C -4.873 1.054 -1.404 0.3 -0.3 0.3
F -4.190 1.581 -2.425 -0.1 0.2 -0.1
C -6.163 1.497 -1.176 -0.1 0.0 -0.1
F -6.715 2.433 -1.963 0.0 0.0 0.0
F -0.074 6.703 1.078 0.0 -0.2 0.0
C -0.095 6.277 -0.201 0.0 0.9 0.1
F -1.094 6.962 -0.801 0.0 -0.2 0.0
F 1.048 6.694 -0.772 0.0 -0.1 0.0
C -0.278 4.803 -0.295 -0.1 -0.9 -0.1
C 0.505 4.029 -1.144 -0.2 0.6 0.1
C 0.319 2.667 -1.168 -0.2 -0.5 -0.1
N -0.578 2.030 -0.396 0.5 0.5 0.4
C -1.375 2.792 0.372 -0.3 -0.4 -0.1
C -1.262 4.159 0.448 0.2 0.6 -0.2
H 1.247 4.487 -1.781 0.0 -0.1 0.0
H 0.897 2.037 -1.828 0.1 0.0 0.1
H -2.145 2.266 0.921 0.1 -0.1 0.1
H -1.936 4.731 1.071 0.0 -0.1 0.1
O -0.233 -4.017 0.890 0.0 0.0 0.0
C -0.507 -2.831 0.995 0.1 -0.1 -0.3
O -0.092 -1.965 0.116 -0.2 0.5 0.7
C -1.387 -2.466 2.203 0.2 0.3 -0.3
C -1.421 -1.238 2.854 0.1 0.1 0.1
C -2.239 -1.037 3.961 0.1 0.0 -0.1
C -3.028 -2.059 4.444 -0.2 -0.2 0.2
C -2.985 -3.289 3.802 0.5 0.7 -0.4
C -2.173 -3.497 2.697 -0.3 -0.3 0.1
N -3.804 -4.374 4.307 -0.3 -0.5 0.2
O -3.878 -5.396 3.653 0.0 0.0 0.0
O -4.375 -4.213 5.374 0.0 0.1 0.0
H -0.769 -0.424 2.564 0.0 -0.1 -0.3
H -2.242 -0.073 4.455 0.0 0.0 0.0
H -3.658 -1.931 5.312 0.0 0.0 0.0
H -2.138 -4.466 2.222 0.0 0.0 0.0
```
Positions in Å, forces in eV/Å.

The calculation puts the max |F| at 0.0187 hartree/bohr. The calculation puts the LUMO energy at 1.27 eV. The value obtained for the HOMO energy is -4.960 eV. The value obtained for the frontier orbital gap is 6.2 eV. As for the charge: -1. The calculation puts the energy relative to the best compared isomer or geometry (same formula, charge and spin) at 24.7 kJ/mol.

Atomic partial charges in e from the Löwdin method, atoms 1 to 6: 0.7858, 0.4323, -0.7714, -0.0067, -0.0256, 0.1088

---

Entry 2:
This record from the Open Molecules 2025 dataset describes a molecular structure, C20H11Br5Cl3IN3O3SScSi. The level of theory is ωB97M-V/def2-TZVPD.

The geometry in XYZ format:
```
49
Properties=species:S:1:pos:R:3:forces:R:3
Sc 0.674 -1.534 -0.132 0.5 -0.4 0.0
N -1.341 -5.691 0.375 -0.1 0.0 -0.1
C -0.933 -4.393 0.107 0.0 0.0 0.2
S 0.782 -4.169 -0.039 -0.2 0.2 0.1
N -1.902 -3.534 -0.007 0.2 0.1 0.0
N -1.481 -2.231 -0.249 -0.4 0.0 -0.2
C -2.426 -1.461 -0.651 0.1 -0.1 0.1
C -2.342 -0.038 -0.952 0.0 -0.1 0.0
C -3.481 0.554 -1.501 0.0 0.1 0.0
C -3.535 1.902 -1.802 0.0 0.0 0.0
C -2.412 2.686 -1.548 0.0 0.0 0.0
C -1.274 2.134 -0.998 0.0 0.0 0.0
C -1.210 0.766 -0.674 0.1 0.0 0.1
O -0.140 0.282 -0.096 -0.4 0.3 0.1
H -0.639 -6.236 0.847 0.0 0.0 0.0
H -2.259 -5.728 0.795 0.0 0.0 0.0
H -3.409 -1.919 -0.785 0.1 0.0 0.0
H -4.343 -0.075 -1.691 0.0 0.0 0.0
H -4.428 2.336 -2.231 0.0 0.0 0.0
H -2.428 3.746 -1.777 0.0 0.0 0.0
H -0.398 2.738 -0.796 0.0 0.0 0.0
Br 3.896 -1.526 -6.361 0.0 0.0 0.0
C 3.546 -1.435 -4.500 0.0 0.0 -0.2
C 4.577 -1.278 -3.598 0.2 0.0 0.0
Br 6.374 -1.150 -4.190 0.0 0.0 0.0
C 4.298 -1.215 -2.225 -0.1 0.0 0.1
Br 5.655 -0.994 -0.926 0.0 0.0 0.0
C 2.998 -1.308 -1.750 0.1 0.1 0.0
O 2.660 -1.245 -0.488 0.1 0.0 0.0
C 1.923 -1.469 -2.687 0.1 0.0 -0.1
O 0.725 -1.538 -2.189 0.0 0.0 -0.1
C 2.224 -1.530 -4.043 -0.1 0.0 0.1
Br 0.757 -1.737 -5.218 0.0 0.0 0.0
Br -2.997 4.268 4.753 0.0 0.0 0.0
C -1.393 3.899 3.805 -0.1 0.1 0.1
C -0.335 4.777 3.983 0.0 0.0 0.0
C 0.856 4.563 3.311 0.0 0.0 0.0
C 0.988 3.470 2.469 0.0 0.0 0.0
C -0.070 2.594 2.297 0.0 0.0 0.1
C -1.275 2.805 2.964 0.1 -0.1 -0.2
I -2.782 1.423 2.628 -0.1 -0.1 0.0
H -0.451 5.620 4.650 0.0 0.0 0.0
H 1.681 5.247 3.457 0.0 0.0 0.0
H 1.920 3.273 1.958 0.0 0.0 0.0
H 0.041 1.726 1.661 0.0 0.0 -0.1
Cl 2.155 -3.155 3.721 0.0 0.0 0.0
Si 0.874 -1.726 2.780 -0.1 -0.1 -0.2
Cl 1.146 -0.075 4.127 0.0 0.1 0.1
Cl -1.064 -2.416 3.413 0.0 0.0 0.1
```
Positions in Å, forces in eV/Å.

The calculation puts the max |F| at 0.0120 hartree/bohr. The calculation puts the LUMO energy at 3.55 eV. The value obtained for the HOMO energy is -2.489 eV. The value obtained for the frontier orbital gap is 6.0 eV. As for the charge: -2. The calculation puts the energy relative to the best compared isomer or geometry (same formula, charge and spin) at 0.0 kJ/mol.

Atomic partial charges in e from the Löwdin method, atoms 1 to 6: 0.6415, 0.0258, -0.8965, 0.5743, -0.0198, -0.0767

---

Entry 3:
This record from the Open Molecules 2025 dataset describes a molecular structure, C20H11BrCl5FN2O2Pd. The level of theory is ωB97M-V/def2-TZVPD.

The geometry in XYZ format:
```
43
Properties=species:S:1:pos:R:3:forces:R:3
Pd 0.143 -0.141 -0.120 -0.5 0.2 0.1
C -1.175 2.458 1.243 0.0 0.0 0.0
O -1.220 1.024 1.154 0.1 0.1 -0.1
C -2.341 0.348 1.537 0.0 -0.1 0.0
C -3.419 0.947 2.157 -0.1 0.0 0.0
C -4.504 0.153 2.516 0.0 0.1 0.0
Br -5.988 0.976 3.344 0.0 0.0 0.0
C -4.519 -1.204 2.292 0.0 -0.1 0.0
C -3.423 -1.813 1.678 0.0 -0.2 0.0
C -2.356 -1.027 1.285 0.1 0.0 -0.2
O -1.265 -1.590 0.599 0.1 -0.1 0.1
C -3.462 -3.277 1.469 0.0 0.1 0.0
N -4.560 -3.974 1.504 -0.1 -0.2 0.0
C -4.163 -5.290 1.301 -0.2 0.1 0.0
C -4.932 -6.454 1.240 0.0 0.0 0.0
C -4.273 -7.648 1.028 0.0 0.0 0.0
C -2.875 -7.698 0.877 -0.1 0.0 0.0
C -2.101 -6.555 0.930 0.0 0.0 0.0
C -2.778 -5.357 1.144 0.1 0.1 0.0
N -2.347 -4.047 1.236 0.1 0.0 0.0
H -1.211 2.764 2.287 0.0 0.0 0.0
H -2.002 2.892 0.683 0.0 0.0 0.0
H -0.232 2.737 0.783 0.0 0.0 0.0
H -3.432 2.008 2.354 0.0 0.0 0.0
H -5.358 -1.820 2.583 0.0 0.0 0.0
H -1.581 -2.045 -0.204 0.0 0.1 0.0
H -6.007 -6.408 1.358 0.0 0.0 0.0
H -4.839 -8.569 0.976 0.0 0.0 0.0
H -2.396 -8.654 0.712 0.0 0.0 0.0
H -1.026 -6.595 0.809 0.0 0.0 0.0
H -1.394 -3.737 1.319 0.0 0.0 0.0
Cl -0.914 -1.913 -2.625 0.1 0.0 0.1
C 0.764 -2.113 -2.173 -0.1 -0.1 0.0
C 1.261 -1.394 -1.099 -0.1 0.1 -0.2
C 2.575 -1.617 -0.726 0.2 0.0 0.0
Cl 3.218 -0.744 0.624 0.0 0.0 0.0
C 3.383 -2.522 -1.410 0.1 0.1 0.1
Cl 5.010 -2.774 -0.921 0.0 0.0 0.0
C 2.865 -3.225 -2.494 0.0 -0.1 0.0
Cl 3.849 -4.347 -3.347 0.0 0.0 0.0
C 1.543 -3.027 -2.878 -0.1 0.0 0.0
Cl 0.879 -3.905 -4.197 0.0 0.0 0.0
F 0.988 1.424 -0.873 0.2 -0.2 0.2
```
Positions in Å, forces in eV/Å.

The calculation puts the max |F| at 0.0099 hartree/bohr. The calculation puts the LUMO energy at -0.39 eV. The value obtained for the HOMO energy is -8.925 eV. The value obtained for the frontier orbital gap is 8.5 eV. The calculation puts the energy relative to the best compared isomer or geometry (same formula, charge and spin) at 0.0 kJ/mol.

Atomic partial charges in e from the Löwdin method, atoms 1 to 6: 0.9731, -0.0210, -0.1929, -0.1978, -0.0460, -0.6644

---

Entry 4:
This record from the Open Molecules 2025 dataset describes a single C20H11F3N4O2 molecule. The level of theory is ωB97M-V/def2-TZVPD.

The geometry in XYZ format:
```
40
Properties=species:S:1:pos:R:3:forces:R:3
O 6.146 3.498 -1.007 -1.4 -1.3 -0.5
C 5.225 2.834 -0.562 2.3 2.5 -0.4
N 5.069 2.673 0.793 -1.5 -1.2 0.2
C 3.835 2.031 0.979 -0.6 -0.1 1.6
C 3.066 1.643 2.106 0.1 0.2 -1.6
C 1.787 1.114 1.882 0.4 0.4 0.0
C 1.259 0.941 0.579 0.5 0.5 0.8
C -0.112 0.463 0.377 0.1 -1.2 1.1
C -0.826 -0.595 1.083 1.2 1.2 -0.9
C -0.336 -1.433 2.159 0.1 -1.3 2.1
C -1.198 -1.904 3.176 -0.4 0.4 -0.3
C -0.770 -2.759 4.178 -0.7 0.4 0.3
C 0.538 -3.202 4.232 0.1 -0.6 0.3
C 1.414 -2.787 3.275 0.3 0.7 -1.4
C 0.972 -1.880 2.281 1.2 -0.3 -0.5
N -2.012 -0.818 0.573 -0.9 0.2 -0.9
N -2.120 0.069 -0.459 -1.1 0.0 -0.7
C -3.159 0.161 -1.400 0.6 1.3 -0.6
N -3.199 1.036 -2.388 1.1 0.3 1.2
C -2.140 1.963 -2.487 1.2 -1.4 2.0
C -2.187 3.185 -3.435 -0.8 -0.6 -0.3
F -3.359 3.339 -4.117 1.2 -0.7 0.4
F -1.148 3.191 -4.309 -0.8 -0.2 0.3
F -2.063 4.279 -2.691 0.2 0.6 0.3
C -1.023 1.863 -1.635 -1.6 -0.1 -1.0
C -1.002 0.857 -0.570 -0.2 1.4 -2.2
C 2.058 1.312 -0.504 -0.2 0.1 -0.1
C 3.314 1.839 -0.267 -1.2 -0.7 -1.0
O 4.164 2.274 -1.265 1.0 0.4 1.3
H 5.540 3.235 1.490 0.1 -0.2 -0.5
H 3.451 1.802 3.090 0.0 0.0 0.5
H 1.180 0.888 2.758 0.1 -0.1 -0.3
H -2.234 -1.565 3.184 0.2 -0.1 -0.1
H -1.487 -3.038 4.947 0.1 -0.1 -0.1
H 0.915 -3.909 4.962 -0.4 0.1 0.2
H 2.429 -3.211 3.246 -0.5 0.5 0.0
H 1.711 -1.546 1.555 -0.1 -0.1 0.0
H -4.009 -0.501 -1.316 0.2 -0.3 0.3
H -0.190 2.551 -1.808 -0.3 -0.3 0.4
H 1.666 1.272 -1.515 0.2 -0.2 0.1
```
Positions in Å, forces in eV/Å.

The calculation puts the max |F| at 0.0673 hartree/bohr. The calculation puts the LUMO energy at -0.38 eV. The SMILES is O=c1[nH]c2ccc(-c3c(-c4ccccc4)nn4cnc(C(F)(F)F)cc34)cc2o1. The value obtained for the HOMO energy is -8.331 eV. The value obtained for the frontier orbital gap is 8.0 eV. The calculation puts the energy relative to the best compared isomer or geometry (same formula, charge and spin) at 0.0 kJ/mol.

Atomic partial charges in e from the Löwdin method, atoms 1 to 6: 0.0976, -0.4760, 0.1884, -0.1663, 0.0249, -0.0301

---

Entry 5:
This record from the Open Molecules 2025 dataset describes a molecular structure, C20H11F4N6O2Pt. The level of theory is ωB97M-V/def2-TZVPD.

The geometry in XYZ format:
```
44
Properties=species:S:1:pos:R:3:forces:R:3
Pt 0.550 1.600 0.176 0.3 0.0 -0.3
N -0.581 2.901 4.102 0.0 0.0 0.1
C -0.277 2.683 2.814 -0.1 0.0 0.1
O 0.165 1.584 2.455 0.1 0.0 -0.1
C -0.523 3.790 1.831 0.0 0.0 -0.1
C 0.389 3.650 0.618 -0.1 0.0 0.1
H -0.492 2.151 4.766 0.0 0.0 0.0
H -0.959 3.780 4.407 0.0 0.0 0.0
H -0.441 4.762 2.328 0.0 0.0 0.0
H -1.562 3.665 1.515 0.0 0.0 0.0
H 1.399 4.001 0.833 0.0 0.0 0.0
H -0.017 4.204 -0.226 0.0 0.0 0.0
O 2.744 1.285 0.607 0.0 0.0 0.1
N 2.971 -0.011 0.681 0.0 0.0 0.0
C 3.663 -0.614 -0.300 0.0 0.0 -0.1
C 3.909 -1.968 -0.251 0.0 -0.1 0.0
C 3.433 -2.716 0.814 0.0 0.1 0.0
C 2.714 -2.071 1.810 0.1 -0.1 0.0
C 2.492 -0.716 1.724 -0.1 0.0 0.1
H 3.982 0.042 -1.095 0.0 0.0 0.0
H 4.463 -2.427 -1.057 0.0 0.0 0.0
H 3.610 -3.781 0.862 0.0 0.0 0.0
H 2.311 -2.614 2.652 0.0 0.0 0.0
H 1.925 -0.136 2.438 0.0 0.0 0.0
F -1.673 -1.571 1.049 0.0 0.0 0.0
C -1.790 -1.711 -0.274 0.0 0.0 0.0
C -0.692 -1.995 -1.010 0.0 0.0 0.0
F 0.489 -2.130 -0.385 0.0 0.0 0.0
C -0.739 -2.011 -2.431 0.1 0.0 0.1
C -2.025 -2.188 -2.978 -0.1 0.0 -0.1
C -3.147 -1.915 -2.231 0.0 0.0 -0.1
F -4.316 -1.801 -2.855 0.0 0.0 0.0
C -3.041 -1.461 -0.896 0.0 0.1 0.1
C -3.875 -0.461 -0.322 0.0 0.0 0.1
C -3.105 0.598 0.244 0.1 -0.1 -0.1
N -2.278 1.359 0.511 -0.3 0.1 0.2
C -5.250 -0.274 -0.589 0.1 0.0 -0.1
N -6.373 -0.103 -0.786 0.0 0.0 0.0
F -2.155 -2.328 -4.297 0.0 0.0 0.0
C 0.408 -1.499 -3.122 0.0 -0.1 0.0
C 0.743 -1.731 -4.476 0.0 0.0 0.1
N 1.043 -1.945 -5.568 0.0 0.0 0.0
C 0.888 -0.384 -2.410 -0.1 0.0 -0.1
N 1.016 0.507 -1.681 0.0 0.0 0.1
```
Positions in Å, forces in eV/Å.

The calculation puts the max |F| at 0.0080 hartree/bohr. The calculation puts the LUMO energy (spin up / spin down) at -0.44 / -2.49 eV. The expectation value of S² is 3.808. The value obtained for the HOMO energy (spin up / spin down) is -7.511 / -7.948 eV. The value obtained for the frontier orbital gap (spin up / spin down) is 7.1 / 5.5 eV. Its spin multiplicity is 4. The calculation puts the energy relative to the best compared isomer or geometry (same formula, charge and spin) at 55.8 kJ/mol.

Atomic partial charges in e from the Löwdin method, atoms 1 to 6: 1.0688, 0.1891, -0.5338, -0.0924, -0.2259, -0.2873